1.
C5H13NS in the gas phase. Source: the OMol25 dataset; level of theory: ωB97M-V/def2-TZVPD.

Structure (ORCA input):
```
! wB97M-V def2-TZVPD RIJCOSX def2/J DEFGRID3
* xyz 0 1
C -2.504 2.824 -0.128
S -2.336 1.290 0.698
C -1.102 0.123 -0.339
C 0.261 0.046 0.442
C 1.056 -1.054 -0.254
C 2.586 -1.048 0.265
N 0.362 -2.361 -0.043
H -3.507 3.245 0.185
H -1.533 3.510 -0.049
H -2.551 2.970 -1.177
H -1.276 0.689 -1.387
H -1.563 -0.895 -0.626
H 0.837 1.052 0.605
H 0.073 -0.393 1.495
H 1.135 -0.858 -1.312
H 3.170 -0.310 -0.286
H 2.823 -1.069 1.420
H 3.050 -2.064 -0.137
H 0.208 -2.439 0.926
H 0.814 -3.259 -0.299
*
```

Output
SMILES string: CSCC[C@@H](C)N
Lowest unoccupied orbital energy: 0.0388 Eh
HOMO energy: -0.3026 Eh

2.
C5H13NS in the gas phase. Source: the OMol25 dataset; level of theory: ωB97M-V/def2-TZVPD.

Structure (ORCA input):
```
! wB97M-V def2-TZVPD RIJCOSX def2/J DEFGRID3
* xyz 0 1
C -1.027 -0.399 -1.318
N -0.241 0.626 -0.683
C -0.155 1.925 -1.361
C 1.068 0.068 -0.251
C 0.994 -0.301 1.250
C 0.190 -1.538 1.670
S -1.509 -1.042 2.363
H -1.314 -1.144 -0.588
H -0.570 -0.960 -2.139
H -1.947 0.075 -1.683
H -0.496 1.843 -2.397
H 0.841 2.336 -1.218
H -0.841 2.603 -0.843
H 1.843 0.833 -0.206
H 1.349 -0.820 -0.820
H 0.701 0.613 1.775
H 1.986 -0.449 1.703
H 0.728 -2.104 2.417
H -0.065 -2.158 0.816
H -1.536 -0.006 1.513
*
```

Output
SMILES string: CN(C)CCCS
Lowest unoccupied orbital energy: 0.0367 Eh
HOMO energy: -0.3101 Eh

3.
A 2-piece molecular cluster, C5H13NS overall. Source: the OMol25 dataset; level of theory: ωB97M-V/def2-TZVPD.

Structure (ORCA input):
```
! wB97M-V def2-TZVPD RIJCOSX def2/J DEFGRID3
* xyz 0 1
C 0.983 -1.160 -0.483
C 2.116 -0.723 -1.360
S -3.856 0.006 -0.705
C 0.884 -0.707 0.869
N -0.080 0.626 1.157
C -1.459 0.228 0.958
C 0.363 1.634 0.235
H 0.537 -2.143 -0.513
H 3.010 -0.580 -0.752
H 2.033 0.195 -1.977
H 2.351 -1.558 -2.020
H -5.192 0.018 -0.868
H 0.320 -1.348 1.617
H 1.793 -0.271 1.337
H -1.455 -0.493 0.121
H -2.141 1.071 1.001
H -1.722 -0.506 1.755
H 1.433 1.648 0.035
H 0.033 2.680 0.389
H 0.050 1.384 -0.798
*
```

Output
Lowest unoccupied orbital energy: -0.1300 Eh
HOMO energy: -0.2524 Eh

> Look up the HOMO energy of the third one.

-0.2524 Eh

> Which value of lowest unoccupied orbital energy does entry 3 give?

-0.1300 Eh

> Among the records above, which one has the highest lowest unoccupied orbital energy?

number 1